C46H127AlF2N12O16S2 | ωB97M-V/def2-TZVPD

* total charge: +2
* E_tot: -134070.9881 eV

```
206
Properties=species:S:1:pos:R:3:forces:R:3:mulliken_charge:R:1
Al 1.67421 5.94493 -0.56159 -0.1 0.0 0.1 0.92
N 0.69528 1.82543 -0.32648 2.4 -2.7 -2.4 -0.14
S -0.41228 0.91877 0.20727 -5.7 0.3 6.1 0.86
O -0.06465 0.12471 1.38518 -0.1 0.4 -1.7 -0.47
O -1.42163 0.42212 -0.69068 1.2 -0.2 -0.1 -0.47
F -1.21491 2.11653 0.96178 0.1 0.0 -0.4 -0.33
S 1.35550 0.46128 -1.21235 4.5 -0.5 -1.3 0.93
O 1.10120 0.61047 -2.60745 -0.7 -0.1 0.3 -0.51
O 1.48425 -0.88593 -0.63568 -1.0 2.9 -0.8 -0.50
F 2.87694 0.98262 -1.11580 -0.5 0.0 0.3 -0.25
C -4.58369 7.17080 -1.74165 -0.4 -0.7 -1.0 -1.49
C -3.09929 6.84967 -1.91469 0.4 0.7 0.0 0.46
C -2.45418 7.89457 -2.83555 -0.9 0.5 0.2 -0.98
O -1.06329 7.75708 -3.04877 0.9 -0.4 -0.3 -0.24
C -0.43944 8.36889 -4.21233 -1.8 0.1 0.2 -0.74
N -2.41860 6.87169 -0.62636 0.0 -0.8 0.8 -0.57
H -4.82493 8.08054 -1.19186 0.3 0.2 -0.2 0.39
H -5.14774 6.36251 -1.27624 0.4 -0.2 0.4 0.40
H -5.02606 7.18821 -2.73770 -0.2 0.5 -0.1 0.39
H -2.99767 5.85248 -2.34292 0.1 -0.1 -0.1 0.31
H -2.67507 8.84072 -2.34148 0.3 0.5 0.1 0.32
H -3.10729 7.92799 -3.70757 0.6 -0.2 -0.8 0.41
H -0.64026 7.76390 -5.09651 0.2 -0.2 0.0 0.25
H 0.62856 8.55374 -4.09699 -0.1 -0.4 0.5 0.26
H -0.90025 9.33392 -4.42321 0.0 0.2 0.1 0.32
H -2.81298 7.62737 -0.08458 0.3 0.9 -0.1 0.27
H -2.88699 6.13377 -0.12019 0.4 -0.8 0.3 0.26
C 4.63860 1.22139 3.23390 0.2 0.1 2.0 -1.53
C 3.79873 2.26768 4.02752 2.6 -0.5 -0.3 0.63
C 4.74018 3.23482 4.88568 -0.3 0.1 -0.4 -0.62
O 4.01983 4.19245 5.63979 -0.7 0.4 -0.2 -0.28
C 3.16470 3.78720 6.70618 1.1 -0.9 0.5 -0.67
N 3.09606 3.04580 3.06650 -0.8 0.4 0.8 -0.35
H 5.45178 1.73779 2.72383 -0.3 -0.1 -0.5 0.29
H 4.04672 0.52054 2.64517 -0.1 0.6 -0.5 0.45
H 5.13394 0.56137 3.94603 0.1 0.0 0.2 0.40
H 3.14904 1.81447 4.77625 -0.3 -0.4 0.0 0.10
H 5.36360 3.82155 4.21100 -0.4 0.2 -0.4 0.17
H 5.51418 2.74848 5.47937 -0.5 -0.8 0.5 0.41
H 3.76065 3.28547 7.46855 0.2 -0.1 0.2 0.33
H 2.41605 3.04139 6.43899 -0.3 0.2 -0.4 0.24
H 2.70998 4.62747 7.23085 0.1 0.3 -0.7 0.27
H 2.39582 3.49583 3.63856 -0.5 0.8 -0.7 0.30
H 2.65886 2.45161 2.37665 -0.2 0.0 -0.2 0.11
C -0.20637 3.57094 -7.27683 -0.8 0.4 -0.7 -1.58
C -1.15374 3.62562 -6.06250 1.4 -0.5 -0.5 0.67
C -1.96611 2.33370 -5.83325 -0.5 1.0 -1.1 -0.76
O -2.86204 2.03001 -6.93343 0.5 0.6 0.1 -0.34
C -3.97094 2.95043 -7.03144 -0.4 -0.8 0.9 -0.78
N -0.24610 3.72589 -4.92311 -0.1 0.0 0.7 -0.50
H 0.48275 2.72674 -7.25349 -0.3 -0.2 0.0 0.33
H 0.40960 4.46917 -7.31987 0.0 0.2 0.3 0.50
H -0.77232 3.62068 -8.20706 0.0 -0.5 -0.2 0.35
H -1.76011 4.52365 -6.18069 -0.2 -0.1 0.4 0.18
H -2.47192 2.39770 -4.86982 -0.5 0.1 0.0 0.36
H -1.22658 1.54307 -5.70640 -0.2 -0.4 -0.5 0.36
H -4.71242 2.72619 -7.79826 0.8 -0.7 -0.6 0.29
H -3.72269 4.00120 -7.18100 0.4 0.0 0.3 0.28
H -4.56292 2.75054 -6.13829 0.0 0.8 0.5 0.33
H 0.08456 2.78817 -4.74577 0.0 -0.4 0.6 0.16
H 0.60938 4.18665 -5.19863 0.0 0.5 0.0 0.29
C -1.66508 -8.88793 0.29558 0.4 0.0 0.0 -1.45
C -0.31019 -9.31300 0.88565 -0.6 0.4 0.8 0.44
C 0.65405 -8.11344 1.21684 -1.0 -1.3 -0.8 -0.54
O 0.92902 -7.39606 0.05276 0.5 0.7 -0.4 -0.31
C 1.84788 -6.31823 0.23811 -0.7 0.7 -1.0 -0.79
N -0.55269 -10.09736 2.13666 0.4 0.8 -1.2 -0.62
H -2.24213 -9.79456 0.11358 -0.2 0.0 0.1 0.44
H -1.52130 -8.42490 -0.68066 0.1 0.1 0.1 0.32
H -2.23662 -8.20875 0.92816 0.1 0.0 0.1 0.31
H 0.07635 -9.98925 0.12317 0.8 0.1 -0.1 0.24
H 1.59547 -8.52023 1.58607 0.0 0.1 0.7 0.34
H 0.07557 -7.47593 1.88546 0.4 0.0 0.7 0.34
H 1.58857 -5.60518 1.02069 -0.1 -0.5 0.8 0.28
H 1.71922 -5.65869 -0.62011 0.1 -0.3 -0.4 0.28
H 2.90443 -6.58448 0.26819 -0.1 -0.5 0.3 0.33
H -1.25818 -10.79217 1.93766 -0.2 -0.1 0.2 0.27
H 0.29536 -10.57125 2.41296 0.1 -0.1 0.2 0.26
C 0.24577 -1.32264 -9.33423 0.5 -0.5 0.4 -1.01
C -0.54413 -2.40896 -8.63556 -0.9 0.3 -0.4 0.32
C 0.12444 -2.96233 -7.33151 -1.4 -1.0 0.6 -0.65
O -0.72560 -4.00836 -6.78723 0.2 -0.1 0.4 -0.35
C -0.22635 -4.62090 -5.56911 -0.5 0.6 -0.4 -0.73
N -1.94060 -1.95068 -8.44234 1.3 -0.9 1.2 -0.52
H 0.03989 -1.30288 -10.40443 -0.1 0.2 0.2 0.32
H 1.30609 -1.53686 -9.20031 0.1 0.2 -0.2 0.35
H 0.02254 -0.36834 -8.85718 0.1 0.2 -0.2 0.15
H -0.72200 -3.24959 -9.30625 0.6 -0.4 0.0 0.24
H 0.14566 -2.18271 -6.57003 0.5 0.4 -0.1 0.32
H 1.07799 -3.47251 -7.46765 0.4 0.7 -0.5 0.46
H -0.28864 -3.94669 -4.71490 0.0 0.4 -0.1 0.28
H 0.80780 -4.95967 -5.63128 0.1 0.0 -0.4 0.32
H -0.86703 -5.46240 -5.30547 0.0 0.0 -0.5 0.26
H -2.04588 -1.00232 -8.11125 0.1 0.4 -0.1 0.24
H -2.21808 -2.56167 -7.68750 -1.1 -0.2 0.1 0.28
C -6.15039 1.98027 1.80285 -0.5 0.1 -0.2 -1.49
C -6.59190 3.30383 2.41635 0.0 0.1 0.1 0.50
C -7.15784 3.14691 3.82424 -0.7 0.0 0.3 -0.72
O -8.05275 4.25283 4.12401 1.0 -1.3 -0.3 -0.32
C -8.65355 4.16128 5.40439 0.3 0.3 0.1 -0.73
N -5.52075 4.32583 2.42134 -1.0 -0.4 -0.1 -0.62
H -7.04970 1.41296 1.56306 0.0 -0.2 0.2 0.41
H -5.52600 1.37822 2.46298 0.1 0.1 0.0 0.29
H -5.65376 2.10690 0.84086 0.2 0.3 0.2 0.38
H -7.46906 3.67406 1.88566 0.3 0.3 -0.6 0.26
H -6.31872 3.05133 4.51332 0.1 0.4 0.5 0.29
H -7.68946 2.20016 3.91981 -0.4 -0.1 -0.1 0.45
H -9.19713 3.24048 5.61594 -0.3 -0.2 -0.6 0.30
H -9.32048 5.02086 5.47106 0.0 -0.2 0.2 0.26
H -7.90275 4.19290 6.19395 0.2 0.4 0.1 0.29
H -4.80233 4.00624 3.05525 0.4 -0.1 0.0 0.25
H -5.97140 5.10278 2.88325 0.3 0.6 0.0 0.31
C -2.12850 -1.42828 6.73759 -1.3 -0.6 0.8 -1.54
C -2.18461 0.09699 6.70375 0.6 -1.9 -0.1 0.74
C -2.38165 0.73720 8.12062 -0.8 0.3 -0.3 -0.62
O -3.61896 0.37375 8.70726 -0.4 0.4 -0.3 -0.31
C -4.78024 1.00623 8.14361 0.5 -0.5 0.0 -0.70
N -0.97554 0.49855 6.03959 0.0 1.5 0.1 -0.65
H -1.16051 -1.81713 7.05364 0.0 0.2 0.1 0.37
H -2.43245 -1.95698 5.83416 0.4 0.5 -0.6 0.36
H -2.90293 -1.80336 7.40668 0.2 0.0 0.5 0.39
H -2.97643 0.39082 6.01470 -0.9 0.2 0.4 0.16
H -2.36145 1.82246 8.02109 0.2 0.3 -0.2 0.33
H -1.63183 0.46685 8.86410 0.2 -0.3 -0.4 0.30
H -4.79359 2.09500 8.19385 0.5 0.2 0.3 0.31
H -5.65556 0.65101 8.68743 0.2 -0.2 -0.1 0.29
H -4.83373 0.75319 7.08474 -0.3 -0.2 -0.2 0.28
H -1.14278 1.45761 5.77065 0.7 0.5 -0.1 0.27
H -0.86277 0.00288 5.16683 0.2 -0.4 0.0 0.31
C -5.26784 -7.32819 -3.84801 1.4 0.1 -1.1 -1.55
C -5.26009 -5.98626 -3.11874 -0.8 -1.5 -1.2 0.62
C -5.06154 -4.65002 -3.92267 -1.2 -0.7 1.5 -0.61
O -4.88037 -3.61383 -2.94004 0.4 0.0 -1.7 -0.24
C -4.52238 -2.42131 -3.65952 0.5 0.7 1.9 -0.82
N -6.47114 -6.03307 -2.30418 1.5 1.8 0.2 -0.64
H -4.36342 -7.40402 -4.45166 0.1 -0.1 -0.3 0.36
H -6.10122 -7.54267 -4.51701 -0.2 0.4 0.2 0.37
H -5.17277 -8.15840 -3.14815 -0.2 0.1 0.2 0.43
H -4.41256 -6.02105 -2.43421 0.5 0.1 0.2 0.14
H -5.98073 -4.37387 -4.43934 -0.1 -0.4 -0.4 0.35
H -4.23760 -4.70308 -4.63429 0.2 -0.1 0.1 0.35
H -3.45982 -2.40620 -3.90213 0.1 -0.5 -0.6 0.31
H -4.56865 -1.63141 -2.90984 -0.4 0.2 -0.1 0.28
H -5.15241 -2.13781 -4.50260 -0.1 -0.5 0.0 0.33
H -6.57706 -6.93513 -1.86237 -0.1 -0.1 0.0 0.29
H -6.14278 -5.35833 -1.62816 -1.5 0.4 1.1 0.34
C 3.37328 -6.88995 7.65618 -1.0 0.1 1.0 -1.44
C 4.20427 -6.74300 6.39783 -1.7 1.3 1.5 0.41
C 3.48634 -5.75323 5.41931 0.6 0.2 -1.7 -0.75
O 3.14832 -4.46559 5.87741 -0.3 0.8 0.7 -0.34
C 2.56658 -3.54851 4.90199 0.3 -1.4 0.3 -0.67
N 5.49989 -6.19925 6.74119 -0.2 -0.3 -0.9 -0.58
H 3.12258 -5.94854 8.14504 0.6 0.5 -0.2 0.31
H 3.81253 -7.48817 8.45447 0.2 -0.3 -0.4 0.38
H 2.35128 -7.23033 7.48954 0.1 -0.6 -0.5 0.37
H 4.29344 -7.71617 5.91503 0.2 0.2 -0.3 0.30
H 2.65277 -6.18268 4.86356 -0.5 -0.6 0.4 0.45
H 4.22438 -5.62122 4.62813 0.3 0.1 -0.5 0.38
H 2.58872 -2.51329 5.24249 0.4 -0.3 0.4 0.24
H 1.51965 -3.80085 4.73353 -0.1 -0.2 0.0 0.27
H 3.09548 -3.64864 3.95417 0.1 0.1 -0.1 0.30
H 5.40096 -5.34406 7.26933 0.0 0.1 0.3 0.31
H 5.88005 -5.95558 5.83775 1.0 0.2 0.1 0.29
C 6.28984 8.39030 3.10609 0.8 -0.2 -0.8 -1.36
C 5.60938 7.70050 1.90555 0.5 1.2 0.4 0.28
C 6.50374 6.70978 1.20269 -0.6 -0.2 -0.6 -0.81
O 5.67936 5.91108 0.29199 2.3 0.3 0.4 -0.19
C 6.52087 5.04004 -0.49790 -1.5 -0.7 0.1 -0.80
N 4.44092 7.04743 2.37899 -1.8 -0.9 0.8 -0.43
H 5.67718 9.14601 3.59767 -0.1 0.1 -0.4 0.41
H 7.22181 8.83180 2.75311 0.1 0.3 0.3 0.36
H 6.52032 7.65594 3.87790 0.1 -0.2 0.0 0.34
H 5.25974 8.45235 1.19805 0.3 0.2 -0.2 0.27
H 7.01157 6.11394 1.96111 -0.2 -0.7 0.1 0.34
H 7.31310 7.20524 0.66645 -0.1 0.2 -0.3 0.43
H 7.09547 4.29851 0.05713 0.3 0.5 0.7 0.32
H 7.16639 5.51672 -1.23557 -0.1 0.4 0.1 0.31
H 5.78945 4.39258 -0.98156 0.1 0.2 -0.6 0.22
H 4.73186 6.31541 3.01113 0.1 -0.8 -0.1 0.06
H 4.03938 7.66398 3.07091 -0.6 0.5 -0.1 0.29
C 8.75442 -0.46295 -2.91081 -0.8 0.4 -0.7 -1.32
C 8.27731 -0.04951 -4.35350 1.7 -1.4 1.5 0.24
C 7.35855 -1.09812 -4.94715 -0.8 0.4 0.6 -0.75
O 6.14539 -1.02920 -4.18667 -0.3 -1.3 -0.3 -0.19
C 5.12212 -1.96121 -4.64451 0.6 1.5 0.2 -0.81
N 7.70458 1.26994 -4.29302 -0.2 -0.2 -0.5 -0.66
H 7.84924 -0.52474 -2.30670 0.2 0.3 0.4 0.28
H 9.45751 0.30493 -2.58812 -0.2 0.0 0.3 0.32
H 9.23718 -1.43610 -2.82132 0.0 0.0 -0.5 0.38
H 9.20842 -0.10392 -4.91757 -0.1 0.6 -0.5 0.40
H 7.85211 -2.06803 -4.88570 -0.2 -0.3 0.0 0.39
H 7.15511 -0.85988 -5.99117 -0.1 0.0 -0.3 0.38
H 5.47803 -2.98741 -4.73578 0.1 0.1 0.0 0.29
H 4.76826 -1.55202 -5.59079 -0.1 -0.4 -0.3 0.31
H 4.28981 -1.90172 -3.94320 0.2 -0.1 0.1 0.22
H 6.83330 1.16880 -3.79228 -0.2 0.1 0.5 0.33
H 7.39618 1.49370 -5.22839 0.1 0.5 -0.4 0.30
C -2.38872 -4.03316 1.18461 0.5 -0.6 0.2 -0.98
C -3.73253 -3.66842 1.77545 0.5 0.5 0.1 -0.20
O -4.74241 -3.95403 0.86581 -1.2 -0.6 -0.7 -0.51
H -2.07556 -3.47290 0.30362 -0.2 0.5 0.2 0.33
H -2.42545 -5.06186 0.82612 -0.1 -0.2 0.2 0.27
H -1.60086 -3.99801 1.93703 0.1 0.2 0.0 0.31
H -3.81833 -2.61295 2.03371 0.4 0.3 0.2 0.21
H -3.94054 -4.22701 2.68804 0.1 -0.2 -0.1 0.30
H -4.49722 -3.57026 0.02071 -0.1 0.1 -0.2 0.26
```
Positions in Å, forces in eV/Å.